A:
Molecular formula: CH10NO2
Method: DFT, the ωB97M-V functional and the def2-TZVPD basis

Atoms and positions in Å:
O  -0.099  1.461  -1.122
O  -1.698  -1.496  -1.037
N  0.099  -0.266  1.312
C  1.487  0.118  0.612
H  -0.730  -0.084  0.733
H  -0.245  2.470  -1.074
H  -2.393  -1.723  -1.585
H  1.551  1.128  0.976
H  0.097  -1.209  1.614
H  1.305  0.015  -0.487
H  0.070  0.450  2.143
H  2.538  -0.298  0.823
H  -0.920  -1.781  -1.527
H  -1.063  1.215  -1.379

Computed properties:
- total charge = +1
- HOMO (eV) = -15.8

Atom charges from the Mulliken analysis, given in e for atoms 1 to 8: -0.6537, -0.6005, -0.3496, -0.6018, 0.2838, 0.3353, 0.2955, 0.2707

=====

B:
Molecular formula: CH10NO2
Method: DFT, the ωB97M-V functional and the def2-TZVPD basis

Atoms and positions in Å:
O  -0.518  -2.349  -0.660
O  1.711  1.220  1.117
N  -0.163  0.502  -0.744
C  -1.242  0.780  0.269
H  1.964  1.030  2.029
H  -0.723  1.043  1.186
H  0.396  -0.196  -0.262
H  -0.361  -2.867  -1.460
H  0.432  1.253  -1.075
H  2.395  1.805  0.771
H  -0.569  -0.050  -1.499
H  -1.805  -0.148  0.344
H  -0.410  -2.984  0.059
H  -1.960  1.563  0.036

Computed properties:
- total charge = +1
- HOMO (eV) = -16.1

Atom charges from the Mulliken analysis, given in e for atoms 1 to 8: -0.6205, -0.6062, -0.3401, -0.6560, 0.3140, 0.2907, 0.3973, 0.3161

=====

Energetically preferred structure: B | next structure: +0.0483 hartree

=====

A:
Molecular formula: C4H14N3
Method: DFT, the ωB97M-V functional and the def2-TZVPD basis

Atoms and positions in Å:
N  1.710  -0.570  0.502
N  -0.571  -1.103  0.725
N  0.339  -0.884  -1.345
C  1.997  -0.743  1.911
C  0.495  -0.770  0.007
C  -1.264  2.056  -0.406
C  -2.422  1.616  -1.309
H  1.189  -1.111  2.510
H  1.108  -0.755  -1.984
H  -0.379  -1.337  1.682
H  -0.474  -0.505  -1.816
H  2.464  -0.370  -0.133
H  2.820  -1.453  2.146
H  -3.472  1.979  -1.159
H  -0.337  1.883  -0.901
H  2.226  0.172  2.395
H  -1.445  -1.188  0.236
H  -2.328  0.521  -1.446
H  -1.212  3.171  -0.356
H  -2.469  2.126  -2.281
H  -1.292  1.650  0.577

Computed properties:
- total charge = +1
- HOMO (eV) = -14.7

Atom charges from the Mulliken analysis, given in e for atoms 1 to 8: -0.1792, -0.2464, -0.4333, -0.9513, 0.7847, -0.7374, -0.8179, 0.3044

=====

B:
Molecular formula: C4H14N3
Method: DFT, the ωB97M-V functional and the def2-TZVPD basis

Atoms and positions in Å:
N  -1.463  -0.947  1.292
N  -2.717  0.940  0.354
N  -0.484  1.218  0.807
C  2.547  0.056  -1.643
C  -0.150  -1.657  1.660
C  -1.489  0.322  0.804
C  1.069  0.356  -1.753
H  -3.455  0.340  0.201
H  0.962  1.050  -2.563
H  -0.322  -2.501  2.348
H  0.370  -0.867  2.157
H  2.985  -0.711  -1.045
H  -0.597  1.991  0.250
H  0.371  -2.027  0.844
H  0.316  -0.443  -1.681
H  2.876  -0.216  -2.656
H  0.255  1.112  1.354
H  0.804  0.924  -1.004
H  3.168  0.825  -1.364
H  -2.770  1.890  0.348
H  -2.277  -1.655  1.289

Computed properties:
- total charge = +1
- HOMO (eV) = -14.5

Atom charges from the Mulliken analysis, given in e for atoms 1 to 8: -0.2376, -0.4083, -0.3532, -1.1588, -0.8197, 0.8066, -0.4714, 0.1876

=====

C:
Molecular formula: C4H14N3
Method: DFT, the ωB97M-V functional and the def2-TZVPD basis

Atoms and positions in Å:
N  -0.505  -1.120  -1.327
N  -1.870  -3.185  -1.732
N  1.589  1.901  1.642
C  -1.427  -2.160  -0.809
C  0.235  1.355  1.481
C  -0.292  1.860  0.132
C  2.695  1.291  1.495
H  -2.250  -2.770  -2.582
H  1.639  2.901  1.805
H  -0.994  -0.640  -2.077
H  -0.353  1.728  2.318
H  -0.121  2.942  0.132
H  -2.278  -1.631  -0.386
H  3.581  1.908  1.399
H  0.296  -1.551  -1.781
H  0.300  1.428  -0.671
H  0.326  0.272  1.548
H  -1.058  -3.738  -2.017
H  2.724  0.209  1.460
H  -0.893  -2.661  0.000
H  -1.344  1.662  -0.027

Computed properties:
- total charge = +1
- HOMO (eV) = -11.8

Atom charges from the Mulliken analysis, given in e for atoms 1 to 8: -0.5433, -0.6027, -0.0292, -0.5261, -0.3137, -1.0059, -0.0985, 0.2504

=====

Energetically preferred structure: A | next structure: +0.0384 hartree

=====

A:
Molecular formula: C4H14N3
Method: DFT, the ωB97M-V functional and the def2-TZVPD basis

Atoms and positions in Å:
N  1.508  -0.336  2.626
N  -1.399  -0.333  -2.436
N  0.529  0.531  0.046
C  -0.820  1.063  -2.064
C  1.085  -1.395  1.657
C  -0.624  1.283  -0.591
C  0.010  -0.808  0.559
H  -1.555  1.121  0.011
H  2.358  -0.681  3.113
H  -2.296  -0.415  -1.995
H  -0.956  -0.778  1.077
H  0.670  -2.297  2.186
H  0.803  0.910  0.869
H  -0.400  2.467  -0.557
H  -0.235  -1.500  -0.323
H  2.021  -1.745  1.223
H  1.468  0.310  -0.416
H  -1.415  1.873  -2.428
H  -1.646  -0.290  -3.375
H  0.768  -0.132  3.380
H  0.127  1.152  -2.560

Computed properties:
- total charge = +1
- HOMO (eV) = -13.7

Atom charges from the Mulliken analysis, given in e for atoms 1 to 8: -0.6097, -0.5525, -0.0798, -0.7091, -0.5760, -0.4147, -0.8216, 0.3323

=====

B:
Molecular formula: C4H14N3
Method: DFT, the ωB97M-V functional and the def2-TZVPD basis

Atoms and positions in Å:
N  0.250  -1.011  2.509
N  0.638  -0.718  0.222
N  -1.514  -0.773  1.086
C  -0.170  -0.938  1.239
C  -1.440  1.604  -1.886
C  0.095  1.542  -1.512
C  2.148  -1.070  0.376
H  0.533  0.570  -2.186
H  -2.292  -0.535  1.750
H  2.230  -1.620  -0.551
H  -1.926  1.221  -2.837
H  -1.786  -0.868  0.042
H  0.421  -0.521  -0.899
H  2.147  -2.021  1.049
H  2.936  -0.337  0.794
H  -1.679  2.713  -1.773
H  1.045  -1.591  2.749
H  -1.933  0.979  -1.180
H  -0.461  -0.727  3.323
H  0.547  2.427  -1.913
H  0.211  1.674  -0.401

Computed properties:
- total charge = +1
- HOMO (eV) = -14.6

Atom charges from the Mulliken analysis, given in e for atoms 1 to 8: -0.4179, -0.2015, -0.4430, 0.7337, -0.6232, -0.8376, -1.0118, 0.1681

=====

Energetically preferred structure: A | next structure: +0.0367 hartree

=====

A:
Molecular formula: C4H14N3
Method: DFT, the ωB97M-V functional and the def2-TZVPD basis

Atoms and positions in Å:
N  1.126  2.180  1.536
N  0.346  -0.416  -1.548
N  -1.582  -3.473  -0.662
C  0.069  -1.826  -1.198
C  0.618  2.860  0.359
C  0.243  1.118  2.005
C  -1.180  -2.198  -0.940
H  -2.441  -3.535  -0.135
H  0.410  2.194  -0.501
H  1.316  3.626  0.031
H  0.798  0.079  -0.770
H  0.697  0.648  2.875
H  -0.508  0.101  -1.774
H  0.053  0.326  1.261
H  2.037  1.777  1.353
H  -0.716  1.535  2.297
H  -0.879  -4.100  -0.295
H  -1.975  -1.461  -1.043
H  0.953  -2.431  -1.093
H  -0.328  3.337  0.619
H  0.941  -0.339  -2.377

Computed properties:
- total charge = +1
- HOMO (eV) = -12.2

Atom charges from the Mulliken analysis, given in e for atoms 1 to 8: -0.3533, -0.2596, -0.4745, -0.3222, -0.5526, -0.5666, -0.0470, 0.2685

=====

B:
Molecular formula: C4H14N3
Method: DFT, the ωB97M-V functional and the def2-TZVPD basis

Atoms and positions in Å:
N  1.927  0.846  -0.794
N  1.052  -0.823  0.893
N  0.668  -1.080  -1.319
C  -2.146  0.966  -0.991
C  1.916  -0.214  1.904
C  -2.598  0.149  0.165
C  1.214  -0.311  -0.410
H  0.561  -2.140  -1.097
H  2.377  0.916  -1.679
H  -1.047  1.047  -1.116
H  0.168  -0.673  -2.255
H  1.322  0.271  2.689
H  2.122  -0.964  2.630
H  -2.308  -0.983  -0.030
H  -2.415  2.011  -0.874
H  -2.257  0.299  1.216
H  -2.446  0.479  -1.959
H  0.755  -1.735  1.062
H  -3.682  0.047  0.553
H  2.701  0.331  1.565
H  2.118  1.560  -0.154

Computed properties:
- total charge = +1
- HOMO (eV) = -14.2

Atom charges from the Mulliken analysis, given in e for atoms 1 to 8: -0.3748, -0.1319, -0.3940, -0.5435, -1.1324, -0.7230, 0.6051, 0.2600

=====

Energetically preferred structure: A | next structure: +0.0091 hartree

=====

A:
Molecular formula: CH4NO3
Method: DFT, the ωB97M-V functional and the def2-TZVPD basis

Atoms and positions in Å:
O  0.309  0.367  1.215
O  0.167  0.391  -1.018
O  -2.548  0.089  -0.300
N  1.836  -0.746  0.044
C  0.732  0.111  0.028
H  2.026  -1.146  -0.869
H  -1.590  0.234  -0.484
H  -2.567  -0.054  0.649
H  1.783  -1.451  0.771

Computed properties:
- 2S+1 = 2
- HOMO (spin up / spin down) (eV) = -10.9 / -10.9

Atom charges from the Mulliken analysis, given in e for atoms 1 to 8: -0.2420, -0.5720, -0.6496, -0.4996, 0.7617, 0.2701, 0.3669, 0.2987

=====

B:
Molecular formula: CH4NO3
Method: DFT, the ωB97M-V functional and the def2-TZVPD basis

Atoms and positions in Å:
O  0.586  -0.246  -2.664
O  1.072  -0.038  0.178
O  -0.853  1.030  0.019
N  -0.308  -0.005  1.996
C  -0.067  0.358  0.638
H  0.802  0.043  -1.757
H  -1.218  -0.467  1.883
H  -0.323  0.075  -2.611
H  0.310  -0.749  2.319

Computed properties:
- 2S+1 = 2
- HOMO (spin up / spin down) (eV) = -11.2 / -11.2

Atom charges from the Mulliken analysis, given in e for atoms 1 to 8: -0.6253, -0.3219, -0.4578, -0.5434, 0.7342, 0.3283, 0.2828, 0.3252

=====

Energetically preferred structure: A | next structure: +0.0058 hartree

=====

A:
Molecular formula: C2H8NO
Method: DFT, the ωB97M-V functional and the def2-TZVPD basis

Atoms and positions in Å:
O  -2.538  0.570  0.512
N  0.208  0.554  0.168
C  0.819  -0.311  -0.552
C  2.108  -0.896  -0.330
H  2.569  -0.537  0.582
H  -2.993  0.635  1.358
H  1.827  -1.967  -0.168
H  2.774  -0.883  -1.188
H  0.314  -0.534  -1.485
H  0.575  0.820  1.092
H  -3.155  0.605  -0.232
H  -0.825  0.536  0.129

Computed properties:
- total charge = +1
- HOMO (eV) = -16.4

Atom charges from the Mulliken analysis, given in e for atoms 1 to 8: -0.6589, -0.1860, 0.2465, -0.9420, 0.3211, 0.3096, 0.3093, 0.3241

=====

B:
Molecular formula: C2H8NO
Method: DFT, the ωB97M-V functional and the def2-TZVPD basis

Atoms and positions in Å:
O  -0.219  1.299  -0.574
N  -1.110  -0.697  2.084
C  0.471  0.146  -1.135
C  1.371  0.221  -2.181
H  -0.734  -0.133  1.283
H  -0.095  2.018  -1.200
H  1.129  0.701  -3.132
H  -0.255  -1.234  2.501
H  2.385  -0.319  -1.909
H  -1.287  0.080  2.810
H  0.243  -0.723  -0.436
H  -1.900  -1.360  1.888

Computed properties:
- total charge = +1
- HOMO (eV) = -12.2

Atom charges from the Mulliken analysis, given in e for atoms 1 to 8: -0.5217, -0.5039, 0.2744, -0.7403, 0.2437, 0.3251, 0.3111, 0.4494

=====

C:
Molecular formula: C2H8NO
Method: DFT, the ωB97M-V functional and the def2-TZVPD basis

Atoms and positions in Å:
O  0.936  0.144  0.170
N  -1.177  -0.468  -0.595
C  -1.935  -0.130  0.553
C  2.237  0.359  -0.006
H  -0.141  -0.230  -0.406
H  -2.260  0.930  0.541
H  -2.912  -0.636  0.570
H  2.451  1.172  -0.741
H  2.774  -0.505  -0.428
H  2.781  0.716  0.878
H  -1.664  -0.631  -1.473
H  -1.361  -0.399  1.432

Computed properties:
- total charge = +1
- HOMO (eV) = -15.1

Atom charges from the Mulliken analysis, given in e for atoms 1 to 8: -0.3582, -0.1543, -0.6188, -0.4744, 0.4791, 0.3246, 0.3599, 0.3146

=====

Energetically preferred structure: A | next structure: +0.1000 hartree